58
Properties=species:S:1:pos:R:3:forces:R:3:nbo_charge:R:1 method="wB97M-V/def2-TZVPD" e_above_lowest_kj_mol=39.4 lumo_ev=0.55 smiles="COCCOCC(=O)NC[C@@]1(OC)CCN(C(=O)CCCn2c(O)nnc2O)C1" e_homo_ev=-8.83 charge=0 max_force_ev_per_a=0.4
C 0.222 4.414 1.695 -0.0335 0.0199 0.0091 -0.247
O 1.357 3.635 1.389 0.0123 0.0096 0.0152 -0.539
C 1.228 2.982 0.151 -0.0147 0.0184 -0.0609 -0.083
C 2.411 2.075 -0.050 0.1713 0.0875 0.0522 -0.092
O 2.464 1.161 1.040 -0.3224 -0.1824 -0.0379 -0.562
C 3.272 0.021 0.798 0.2674 0.1818 -0.1324 -0.166
C 2.794 -0.803 -0.394 -0.1413 -0.1503 0.1570 0.659
O 3.567 -1.317 -1.180 0.0132 0.0137 -0.0271 -0.627
N 1.446 -0.927 -0.455 0.0033 0.0500 0.0098 -0.629
C 0.747 -1.638 -1.497 -0.0084 -0.0254 0.0002 -0.266
C 0.094 -0.721 -2.542 -0.0283 -0.0001 -0.0233 0.262
O 1.034 0.113 -3.188 -0.0018 -0.0107 0.0067 -0.545
C 2.025 -0.548 -3.962 0.0056 -0.0152 -0.0076 -0.267
C -0.784 -1.571 -3.494 0.0048 -0.0065 0.0268 -0.449
C -2.244 -1.317 -3.059 -0.0062 0.0344 -0.0078 -0.226
N -2.136 -0.570 -1.808 0.1112 -0.0994 0.0282 -0.438
C -2.727 -1.019 -0.662 -0.1153 0.1870 -0.0672 0.696
O -3.586 -1.882 -0.669 0.0212 -0.0674 -0.0049 -0.624
C -2.271 -0.353 0.624 0.0467 0.0058 -0.0085 -0.496
C -3.071 -0.788 1.838 -0.0183 -0.0228 0.0188 -0.408
C -2.442 -0.279 3.130 -0.0089 -0.0346 -0.0061 -0.210
N -1.081 -0.774 3.291 0.0127 0.0348 0.0393 -0.418
C 0.100 -0.177 2.943 -0.0291 0.0205 0.0673 0.610
O 0.107 1.092 2.539 0.0417 0.0990 -0.0059 -0.697
N 1.106 -0.981 3.058 0.0459 -0.0294 -0.0605 -0.391
N 0.588 -2.206 3.503 0.0385 -0.0278 -0.0046 -0.367
C -0.682 -2.037 3.620 -0.0157 0.0090 -0.0137 0.605
O -1.596 -2.933 4.015 -0.0168 -0.0562 0.0243 -0.664
C -0.922 0.218 -1.885 -0.0277 0.0351 -0.0165 -0.233
H 0.399 4.883 2.659 -0.0048 0.0055 0.0050 0.199
H 0.060 5.192 0.940 0.0028 -0.0007 0.0059 0.166
H -0.676 3.789 1.758 0.0088 0.0014 0.0029 0.169
H 0.299 2.395 0.135 -0.0074 -0.0163 -0.0030 0.163
H 1.182 3.702 -0.678 -0.0051 0.0053 0.0174 0.179
H 2.290 1.551 -1.004 0.0185 -0.0140 0.0048 0.197
H 3.340 2.655 -0.077 0.0011 0.0007 -0.0074 0.186
H 4.306 0.310 0.599 0.0033 0.0024 0.0001 0.196
H 3.219 -0.588 1.699 -0.0045 -0.0129 0.0057 0.252
H 0.931 -0.523 0.311 0.0172 -0.0343 0.0275 0.405
H 1.459 -2.306 -1.981 0.0015 -0.0100 -0.0035 0.241
H -0.032 -2.264 -1.053 0.0041 0.0105 0.0074 0.210
H 2.562 0.233 -4.497 0.0063 -0.0019 -0.0025 0.196
H 2.729 -1.098 -3.336 0.0029 0.0086 0.0036 0.206
H 1.574 -1.224 -4.695 0.0014 0.0056 0.0014 0.163
H -0.621 -1.263 -4.525 -0.0094 0.0290 0.0012 0.226
H -0.531 -2.630 -3.419 0.0057 0.0027 -0.0306 0.215
H -2.767 -0.705 -3.797 -0.0192 -0.0348 -0.0149 0.196
H -2.823 -2.220 -2.888 -0.0028 -0.0233 0.0104 0.241
H -1.221 -0.623 0.775 0.0101 0.0020 -0.0053 0.207
H -2.290 0.735 0.513 -0.0067 -0.0123 -0.0023 0.225
H -4.097 -0.423 1.770 0.0025 0.0036 -0.0029 0.224
H -3.132 -1.877 1.865 -0.0068 0.0001 -0.0001 0.234
H -2.387 0.809 3.151 0.0084 0.0009 -0.0064 0.220
H -3.020 -0.608 3.993 -0.0055 0.0145 0.0113 0.225
H 1.020 1.316 2.250 -0.0424 -0.0440 -0.0280 0.538
H -1.122 -3.752 4.210 -0.0125 0.0158 -0.0027 0.508
H -0.602 0.590 -0.918 0.0334 0.0162 0.0258 0.214
H -1.066 1.075 -2.549 -0.0082 0.0011 0.0089 0.213



15
Properties=species:S:1:pos:R:3:forces:R:3:nbo_charge:R:1 method="wB97M-V/def2-TZVPD" e_above_lowest_kj_mol=105.6 lumo_ev=0.67 smiles="CC(N)=O.CO" e_homo_ev=-9.65 charge=0 max_force_ev_per_a=2.4
C 2.125 0.701 -0.307 -0.6901 -0.4256 -0.6947 -0.715
C 1.642 -0.592 0.317 -0.4331 -0.8845 0.1512 0.668
N 0.496 -1.115 -0.212 0.1979 0.1338 -0.5762 -0.834
O 2.178 -1.158 1.251 0.3751 0.4395 -0.0321 -0.620
H 3.164 0.579 -0.625 0.0952 0.4575 0.8650 0.245
H 1.832 1.522 0.364 0.8192 -0.1360 -0.2216 0.242
H 1.615 0.859 -1.260 -0.2751 0.1052 0.1351 0.208
H 0.165 -2.013 0.098 0.1757 0.0293 0.1964 0.402
H 0.040 -0.724 -1.018 -0.0160 0.0852 0.0479 0.406
C -2.042 0.375 0.538 -0.3814 -2.1124 1.0582 -0.272
O -2.130 0.049 -0.845 0.4613 0.4258 0.1947 -0.737
H -1.047 0.119 0.926 -0.1785 0.8436 -0.4965 0.206
H -2.426 1.335 0.819 0.2542 0.8439 -0.1812 0.172
H -2.654 -0.348 1.109 -0.1691 0.1859 -0.1557 0.157
H -2.957 0.410 -1.155 -0.2354 0.0089 -0.2905 0.472